The following is a quantum chemistry calculation of an isolated ion of composition C6H15NO2PS2 and charge +1 at a distorted geometry, from the OMol25 dataset.

XYZ file:
```
27
Properties=species:S:1:pos:R:3
C 0.07 0.22 0.57
C 1.19 -3.36 -1.19
C -1.98 2.23 0.13
C -2.91 -0.45 0.97
C 2.10 3.23 -0.45
C 1.71 -1.74 0.63
N 0.46 -1.01 0.86
O 0.76 1.17 -0.01
O 1.45 -3.05 0.20
P -1.67 0.49 -0.01
S 2.40 1.39 -0.43
S -1.60 -0.05 -1.82
H 2.10 -3.28 -1.72
H 0.32 -2.88 -1.75
H 1.05 -4.48 -1.16
H -1.80 2.66 1.15
H -3.05 2.54 -0.09
H -1.47 2.77 -0.67
H -2.90 -0.28 2.11
H -2.74 -1.46 0.90
H -3.90 -0.26 0.49
H 1.30 3.27 0.14
H 1.92 3.44 -1.51
H 3.02 3.66 -0.18
H 2.32 -1.23 -0.07
H 2.10 -1.96 1.60
H -0.26 -1.58 1.30
```

The value obtained for the energy above the lowest of the compared OMol25 structures with the same formula, charge and spin is 34.3 kcal/mol. The calculation puts the total energy at -43000.8283 eV. The net charge is +1. As for the LUMO energy: -4.19 eV.

These are the Löwdin partial charges, in e, on atoms 1 to 5: -0.412, -0.051, -0.252, -0.208, -0.236